Entry 1:
{"formula": "C34H43CaF12N5O3SSi", "method": "ωB97M-V/def2-TZVPD", "total_charge": -2, "orbital_gap_ev": 4.246, "lumo_energy_ev": 3.736, "symbols": ["F", "C", "C", "C", "H", "F", "C", "C", "H", "C", "C", "C", "H", "F", "H", "O", "H", "C", "C", "C", "H", "H", "H", "H", "H", "H", "F", "H", "H", "F", "C", "H", "F", "N", "C", "C", "F", "H", "C", "N", "O", "H", "H", "C", "N", "N", "O", "H", "H", "C", "C", "H", "H", "F", "H", "H", "C", "H", "H", "C", "C", "H", "H", "H", "S", "H", "H", "H", "C", "F", "F", "H", "Ca", "H", "H", "Si", "C", "H", "H", "H", "F", "H", "C", "C", "C", "C", "H", "C", "C", "H", "H", "C", "C", "C", "F", "C", "N", "C", "H", "H"], "positions_angstrom": [[1.70250, -1.71170, -2.05033], [1.74312, -1.24861, 4.06481], [0.84577, 3.64964, 3.78810], [0.51048, -1.77308, 2.03818], [1.97230, 2.62641, 1.64963], [-2.98746, -1.59963, -2.92320], [3.65560, -1.90171, 1.07052], [-4.47821, -2.23810, 2.27399], [-5.95628, -0.77343, -0.10825], [-1.92691, -5.05125, -0.91490], [1.08616, 3.23847, 1.46493], [-2.77596, -6.16651, -1.46172], [-2.16775, 2.50300, 1.24490], [2.85483, -2.86303, 0.61460], [-4.91209, 1.51988, 3.35446], [1.14074, 2.01595, -1.64481], [1.79491, 3.77863, -3.55555], [-1.73490, -1.61087, -3.38758], [-1.29672, 3.17535, 1.24013], [0.66377, -1.53465, 4.88549], [1.17272, 3.68893, 0.47289], [0.27524, 4.53658, -1.72811], [0.68670, 1.15872, 3.01294], [-1.52143, -2.30361, 2.43203], [-1.96101, -0.13070, 1.30880], [-2.17872, 4.31352, -1.99443], [0.94311, -1.26584, -4.01453], [-2.15204, -3.86353, -2.63294], [-1.08810, 1.11611, 2.83282], [4.57433, -2.53487, 1.85184], [-1.51936, 3.58856, 3.55818], [-3.00420, 0.18941, -0.10349], [4.33540, -1.42640, 0.01510], [0.33413, -1.82931, 0.66646], [3.98870, -0.04993, 2.72433], [-0.51778, -1.92195, 4.26490], [-1.66013, -2.62052, -4.29682], [-1.38518, -6.02970, 0.91926], [-0.95853, -2.80318, -1.21593], [-1.43432, 4.23843, 2.24487], [2.49024, 0.21408, 0.99832], [0.76572, 4.42822, 4.55415], [-5.49173, -2.50481, 2.60271], [-0.55229, -4.07296, 0.79329], [0.99245, 4.29690, 2.47837], [-0.09490, 2.36141, 1.47612], [-0.61345, -0.41557, -1.74232], [-0.13113, 5.57835, -3.09794], [-5.67230, 0.03208, 3.97207], [-1.29748, -5.12941, 0.31662], [-0.13000, 4.54652, -2.74252], [-1.20328, 3.64143, 0.25145], [0.17136, -2.11289, 6.90657], [0.86524, -3.28382, -3.26684], [-0.06208, -4.18051, 1.75100], [-3.93429, 0.30083, 4.17294], [1.71618, -1.32757, 2.66861], [1.73483, 3.04668, 3.98266], [-1.40930, -2.11568, 4.85440], [0.70465, -2.00012, -2.89991], [-4.77891, 0.44276, 3.49056], [-1.45510, 2.06676, -1.53413], [-2.33981, -6.61856, -2.35834], [-0.14487, 5.53537, 1.23879], [0.39146, 1.96600, -2.96619], [-3.79569, -2.47724, 3.09569], [-2.89480, -6.96030, -0.72075], [0.39519, 3.64995, -4.65386], [-5.93079, -0.07252, 0.72994], [4.99275, 0.40447, 1.95425], [-1.60565, -0.48428, -4.12239], [-1.63265, 4.35970, 4.32768], [0.64098, 0.31525, -0.09185], [-1.98470, 4.09508, -3.72984], [-0.31843, 5.84443, 2.98335], [-4.39049, -0.37948, 1.80752], [0.75229, -1.35451, 6.37630], [-1.98037, 1.76797, -3.16894], [-5.91310, 0.94017, 0.32202], [1.78622, -1.42468, 6.72083], [3.46971, 1.02998, 3.34282], [2.64650, -0.92625, 4.55777], [-0.39382, -2.84382, 0.10845], [-0.22900, 5.06172, 2.22204], [2.90141, -0.75304, 1.83794], [0.71892, 3.62511, -3.60896], [0.37162, -0.37695, 6.68787], [-0.20585, 1.75843, 2.82521], [-0.67677, -1.66045, -2.23388], [-6.85267, -0.19931, 1.30766], [-2.39401, 2.93602, 3.56499], [-1.70678, -3.89267, -1.64889], [-0.58087, -2.03653, 2.89651], [-1.51640, 3.90620, -2.75922], [4.59405, -0.77425, 3.69893], [-1.32931, 2.39677, -2.56624], [-0.33164, 2.78916, 3.85959], [-2.93674, 0.24595, 0.98886], [-4.20323, -2.87232, 1.42810], [-3.77756, -5.81986, -1.73086]]}

Entry 2:
{"formula": "C2H2O3S2", "method": "ωB97M-V/def2-TZVPD", "orbital_gap_ev": [7.022, 8.409], "e_above_lowest_kcal_mol": 82.3, "lumo_energy_ev": [-2.424, -0.954], "symbols": ["H", "O", "S", "H", "O", "O", "C", "S", "C"], "positions_angstrom": [[-2.12104, -0.79477, -1.77506], [3.18077, 0.12483, 1.20206], [2.01604, 0.95247, 0.98651], [1.87941, -0.90011, -0.36618], [-2.85575, 0.46446, 1.36834], [0.27904, 0.32131, -0.95299], [-1.99166, -0.44931, -0.82728], [-1.61477, 0.28570, 0.61860], [1.22795, -0.00457, -0.25400]]}

Entry 3:
{"formula": "C4H9NO2", "method": "ωB97M-V/def2-TZVPD", "orbital_gap_ev": 7.334, "e_above_lowest_kcal_mol": 196.3, "lumo_energy_ev": 0.293, "symbols": ["H", "C", "H", "H", "H", "O", "H", "C", "H", "C", "H", "H", "N", "H", "C", "O"], "positions_angstrom": [[2.67140, 1.02035, 0.24577], [2.32045, 0.17325, 0.82067], [0.88461, -1.35778, 1.04671], [-0.40753, 1.54087, -1.69839], [-1.52644, -2.10928, -0.88639], [-0.00367, 2.02670, 0.44038], [2.99740, -0.30204, 1.51544], [1.09949, -0.41876, 0.54376], [-3.00832, -1.05478, -0.82485], [-1.97805, -1.20203, -0.49061], [0.74939, -0.57246, -0.51776], [-2.00736, -1.30034, 0.59406], [-1.01775, 0.72847, -1.78976], [0.75966, 2.17188, 1.03735], [-1.17785, -0.02373, -0.85553], [-0.35544, 0.67968, 0.81915]]}

Entry 4:
{"formula": "C16H39NO3P", "method": "ωB97M-V/def2-TZVPD", "total_charge": 1, "orbital_gap_ev": 8.830, "e_above_lowest_kcal_mol": 0.0, "lumo_energy_ev": -3.584, "symbols": ["H", "H", "C", "H", "H", "H", "C", "H", "N", "H", "H", "H", "C", "H", "H", "C", "C", "C", "H", "H", "H", "H", "C", "C", "H", "H", "H", "H", "H", "C", "H", "C", "H", "H", "H", "H", "H", "C", "C", "O", "H", "H", "H", "C", "H", "P", "C", "H", "H", "O", "H", "C", "C", "H", "H", "H", "H", "H", "O", "H"], "positions_angstrom": [[-3.80275, 4.40627, -1.14258], [0.66317, -1.28117, -4.67306], [1.39928, -3.63302, -2.24116], [0.35066, 2.19250, 4.27556], [1.42778, 0.66400, 2.46444], [-0.25359, 3.89717, 2.20214], [0.69324, -3.06342, -3.45509], [-0.49784, -2.34984, 1.73510], [-0.40417, 2.08040, 1.05513], [-2.18134, -0.29167, -1.73254], [2.46445, -1.87753, 0.01701], [-0.88365, -2.46951, -2.49880], [-2.37060, -1.41620, 2.38498], [1.00825, -0.99248, -2.95551], [1.81743, -1.84672, 2.43142], [2.50575, -4.20757, 1.14858], [2.85147, -2.17025, 2.59995], [-0.10664, 1.94232, 3.32419], [1.23040, 2.95918, 1.98346], [-1.19184, 1.87700, 3.44492], [2.48022, -3.67227, -2.37645], [2.25795, -1.66809, -4.00515], [1.18701, -1.66865, -3.79983], [0.34644, 0.63837, 2.65169], [-3.10150, -0.32413, -0.21350], [0.09945, -0.29132, 3.15266], [1.19234, -2.99749, -1.37302], [-2.80758, -0.43402, 2.19025], [-3.33949, 6.02879, -1.67326], [-1.35977, -1.83620, 1.30684], [-0.82951, 6.57756, -1.98621], [-0.63395, 5.50703, -2.04103], [-1.91045, -1.38656, 3.37158], [1.03614, -4.63596, -2.01668], [-3.17955, 4.66549, -2.78039], [-1.40093, 3.02379, -2.18983], [-0.81623, 2.50332, 0.20816], [-2.20485, 0.05918, -0.70235], [3.33579, -2.96083, 1.39626], [-0.72106, -3.05735, -3.24276], [-1.59736, 5.00440, -0.18966], [-3.19701, -2.12337, 2.44721], [-1.81870, -2.54122, 0.60719], [0.15175, 2.89160, 2.16430], [-0.66893, 5.21442, -3.09361], [-0.71106, -0.54075, 0.18098], [-1.66929, 4.73705, -1.24705], [2.87575, -2.76025, 3.51677], [2.88358, -4.75216, 0.28431], [-1.36304, 3.31865, -1.27291], [0.37107, 5.31824, -1.66484], [-0.30128, 0.80970, 1.29270], [-3.08407, 4.97135, -1.73527], [0.83974, -3.72388, -4.31131], [2.51971, -4.87159, 2.01354], [4.37846, -3.24283, 1.55381], [3.47297, -1.28489, 2.73696], [1.46337, -3.93565, 0.94721], [3.36847, -2.12545, 0.23976], [-2.26406, 1.14651, -0.71523]]}

| no. | maximum force (eV/Å) |
| --- | --- |
| 1 | 0.72 |
| 2 | 5.61 |
| 3 | 3.73 |
| 4 | 0.45 |